Computed, not measured: 4 unconnected molecules or ions with the total composition C2H11O4 in a non-equilibrium geometry, with ωB97M-V with the def2-TZVPD basis set.

As for the charge: -1. The value obtained for the HOMO-LUMO gap is 0.3172 Eh. The value obtained for the HOMO energy is -4.5 eV. Its energy is -10443.599 eV.

Element x y z (Å)
C: 0.88 0.85 -0.36
O: -0.18 0.02 0.01
C: 1.59 1.50 0.82
H: 0.44 1.64 -0.99
H: 1.63 0.30 -0.94
H: 2.49 2.07 0.55
H: 1.93 0.73 1.53
H: 0.95 2.18 1.39
H: -2.84 0.56 -0.71
H: -1.59 0.92 0.09
O: -2.47 1.27 -0.22
H: 1.49 -2.05 1.39
H: 0.49 -0.93 1.26
O: 0.68 -1.76 1.81
H: -1.14 -1.23 -2.06
H: -0.15 -1.23 -0.98
O: -0.27 -1.64 -1.90